[1]
ORCA calculation (the ωB97M-V functional and the def2-TZVPD basis) on C36H48BClFeN7S3 as an isolated structure at a distorted geometry.

Each line ends with the Löwdin charge.
Positions of all 97 atoms, in Å:
Fe  -0.012800  1.052300  0.600500  -0.0946
C  -4.597700  2.719800  -0.980200  -0.0505
C  -4.554800  1.247400  -0.802800  -0.2270
C  -5.658300  0.437100  -0.867500  0.0977
C  -5.511500  -0.968000  -0.725100  -0.1901
N  -4.370200  -1.476300  -0.338000  0.1949
N  -3.304700  -0.697100  -0.219900  0.0194
B  -1.997500  -1.341100  0.169200  -0.4806
N  -1.217500  -1.890200  -0.878900  0.0861
N  -1.867300  -2.090400  -2.061700  0.2371
C  -1.359400  -2.876700  -2.963100  -0.1827
C  -0.127500  -3.544200  -2.762600  0.1290
C  0.663200  -3.167900  -1.684900  -0.2101
C  2.043500  -3.696800  -1.477500  -0.0065
C  0.121100  -2.253200  -0.788600  -0.3601
S  1.138500  -1.402000  0.378300  1.0354
C  -2.180100  -3.117400  -4.205600  -0.5448
C  -3.403400  -2.200300  -4.213100  -0.0432
C  -1.336400  -2.879000  -5.462700  -0.0230
C  -2.640700  -4.582100  -4.153600  -0.0166
N  -1.786500  -1.776300  1.596200  0.0217
N  -2.263100  -3.015900  1.630100  0.1792
C  -2.331200  -3.694300  2.744700  -0.1819
C  -1.784300  -3.144400  3.927300  0.1048
C  -1.271100  -1.872000  3.918200  -0.2301
C  -0.678300  -1.252500  5.128900  -0.0534
C  -1.335000  -1.130000  2.698100  -0.5893
S  -0.920300  0.517400  2.656500  0.7718
C  -3.060100  -5.016400  2.668600  -0.5414
C  -3.058300  -5.772200  3.994700  -0.0453
C  -2.413900  -5.877800  1.577800  -0.0310
C  -4.508000  -4.665100  2.292700  -0.0297
C  -3.309000  0.612100  -0.551400  -0.5518
S  -1.829200  1.441900  -0.703800  0.7866
C  -6.656700  -1.895600  -1.051600  -0.5413
C  -6.219700  -3.359700  -0.986700  -0.0399
C  -7.804300  -1.660600  -0.059100  -0.0220
C  -7.131400  -1.578300  -2.479700  -0.0224
H  -5.616400  3.077600  -1.078100  0.0928
H  -4.035800  3.009200  -1.867500  0.0900
H  -4.132100  3.211100  -0.126900  0.0912
H  -6.633300  0.864000  -1.040600  0.1338
H  0.215500  -4.286300  -3.458800  0.1365
H  2.263000  -4.493900  -2.181900  0.1015
H  2.138700  -4.082400  -0.464700  0.1025
H  2.797000  -2.920700  -1.600600  0.0811
H  -3.100700  -1.155000  -4.208500  0.0935
H  -4.012400  -2.385100  -3.331400  0.0557
H  -3.996200  -2.389700  -5.103400  0.0994
H  -0.942800  -1.865400  -5.483700  0.0958
H  -1.959100  -3.018100  -6.341400  0.0990
H  -0.505900  -3.576400  -5.532900  0.0827
H  -3.169900  -4.783000  -3.223600  0.0909
H  -1.798900  -5.264100  -4.228600  0.0857
H  -3.313100  -4.776900  -4.984300  0.1012
H  -1.773900  -3.720100  4.837500  0.1272
H  -0.664000  -1.961000  5.951000  0.0928
H  -1.254100  -0.377200  5.422800  0.0915
H  0.338400  -0.914400  4.929000  0.0910
H  -2.052900  -6.052500  4.295800  0.0929
H  -3.635700  -6.684800  3.882400  0.0973
H  -3.523900  -5.188900  4.785200  0.0905
H  -1.396400  -6.139500  1.859300  0.0898
H  -2.392400  -5.341800  0.633700  0.0695
H  -2.978200  -6.796200  1.449100  0.0939
H  -4.975000  -4.082300  3.084900  0.0977
H  -5.087900  -5.571200  2.150800  0.0980
H  -4.518500  -4.084100  1.375100  0.0503
H  -6.060800  -3.668000  0.040500  0.0604
H  -5.298900  -3.515200  -1.544200  0.0685
H  -6.992800  -3.993500  -1.412800  0.0971
H  -7.476900  -1.847500  0.962000  0.0932
H  -8.617900  -2.343500  -0.285700  0.0971
H  -8.188100  -0.646300  -0.123400  0.0839
H  -6.331200  -1.730100  -3.201100  0.0783
H  -7.491000  -0.558400  -2.575500  0.0834
H  -7.950500  -2.243500  -2.735800  0.0973
C  1.767700  5.331900  0.271400  -0.0200
C  1.361700  3.989800  0.462200  -0.1716
N  1.029400  2.901000  0.626900  0.1513
H  1.742400  5.853000  1.228600  0.1112
H  1.096100  5.830500  -0.427100  0.1090
H  2.781500  5.372800  -0.125000  0.1086
Cl  8.111100  -1.049500  0.068300  0.7306
C  6.417600  -0.907300  -0.175900  -0.6623
C  5.542700  -1.074100  0.893700  -0.0773
C  4.185100  -0.922600  0.693900  -0.0554
C  3.681800  -0.638000  -0.571900  -0.3133
C  2.218900  -0.418600  -0.786900  -0.3253
C  4.563200  -0.501800  -1.641800  -0.0366
C  5.923300  -0.622900  -1.445300  -0.0817
H  5.935400  -1.311300  1.868300  0.1139
H  3.506000  -1.042000  1.526500  0.0933
H  1.910200  -0.669000  -1.800600  0.1007
H  1.964300  0.642700  -0.597300  0.0595
H  4.186300  -0.288900  -2.632100  0.1221
H  6.605200  -0.503200  -2.271200  0.1144

Forces on atoms 1 to 2 (eV/Å):
Fe -0.9502 -0.9892 0.5033
C -0.0112 0.1977 -0.0464

Output
Charge: +2
Multiplicity: 2
Energy above the lowest of the compared OMol25 structures with the same formula, charge and spin in kcal/mol: 80.4
Electronic energy in Eh: -4726.68778
Kohn-Sham gap (spin up / spin down) in eV: 4.721 / 5.139



[2]
ORCA calculation (the ωB97M-V functional and the def2-TZVPD basis) on C36H48InN5O8P2SSb as an isolated structure.

Each line ends with the Löwdin charge.
Positions of all 102 atoms, in Å:
In  -0.926872  -0.195813  -2.266629  0.8363
O  -3.339456  5.193830  -4.391740  0.1228
C  -2.919113  4.144760  -3.974810  -0.2561
C  -2.535476  3.835316  -2.538856  -0.3031
O  -2.648617  4.593297  -1.585626  0.0647
C  -2.041769  2.475441  -2.553718  -0.2953
C  -2.119989  1.905891  -3.834293  -0.2785
O  -1.764824  0.699932  -4.062788  -0.0439
C  -2.687130  2.875728  -4.789830  -0.2753
O  -2.953145  2.720838  -5.958921  0.1142
O  -1.615527  1.779749  -1.534937  -0.2109
O  1.141023  0.315580  -2.938009  -0.3935
S  1.279864  -0.732855  -4.010206  0.5002
O  1.528240  -0.198523  -5.313935  -0.2713
O  0.113398  -1.618938  -3.859275  -0.3474
C  2.682787  -1.753015  -3.598957  -0.2517
C  3.526160  -2.063290  -4.661702  -0.0554
C  4.576355  -2.944378  -4.478553  -0.0757
C  4.776833  -3.515462  -3.230123  -0.0735
C  3.938003  -3.190043  -2.178915  -0.0857
C  2.874208  -2.299343  -2.332269  -0.3056
P  1.864120  -1.797448  -0.840458  1.1308
C  3.241942  -0.858997  -0.066153  -0.3666
C  4.301721  -1.397881  0.658577  -0.1074
C  5.304047  -0.577240  1.160289  -0.0931
C  5.274094  0.790225  0.924974  -0.0974
C  4.236844  1.332776  0.179084  -0.0807
C  3.226838  0.514600  -0.304754  -0.1073
C  1.765311  -3.446771  -0.047208  -0.3728
C  1.214508  -4.450196  -0.849087  -0.1030
C  0.981716  -5.717477  -0.343511  -0.0878
C  1.285306  -6.004132  0.981369  -0.1027
C  1.808981  -5.009824  1.792070  -0.0853
C  2.041444  -3.736286  1.285711  -0.1091
H  3.334816  -1.606978  -5.621925  0.1081
H  5.229372  -3.188134  -5.306456  0.1016
H  5.591514  -4.211119  -3.071346  0.1015
H  4.110816  -3.643245  -1.210843  0.1019
H  4.355666  -2.463525  0.836699  0.0939
H  6.116331  -1.011562  1.730423  0.0998
H  6.059497  1.427182  1.311888  0.0971
H  4.211520  2.395473  -0.028603  0.0998
H  2.422736  0.936637  -0.895888  0.0664
H  0.962849  -4.230178  -1.881720  0.1115
H  0.553612  -6.479817  -0.982361  0.0995
H  1.101019  -6.993636  1.380829  0.0945
H  2.028800  -5.216648  2.832219  0.0994
H  2.404151  -2.961594  1.946295  0.0732
N  2.017879  -0.647156  3.013915  -0.0332
N  1.128735  -0.978181  1.945852  -0.0901
H  1.690659  0.165292  3.526563  0.0398
H  2.905651  -0.391996  2.591559  0.0357
H  0.607294  -0.174084  1.607782  -0.0305
H  0.459353  -1.673877  2.251121  0.0402
C  0.743682  3.137254  3.738850  -0.2132
C  1.338589  3.415757  2.360878  -0.4538
Sb  0.100514  2.563482  0.778789  1.4559
C  0.809043  3.796797  -0.845928  -0.4080
C  1.681090  4.992129  -0.483838  -0.1897
C  -1.668857  3.637738  1.380891  -0.4493
C  -1.532281  5.152481  1.459785  -0.1862
H  1.407624  3.454213  4.547579  0.0625
H  0.534102  2.073216  3.887207  0.0411
H  -0.203304  3.664630  3.871337  0.0496
H  2.329439  2.964877  2.271289  0.0292
H  1.458400  4.489759  2.212337  0.0300
H  -0.089765  4.115677  -1.373658  0.0339
H  1.340133  3.121197  -1.520371  0.0380
H  1.153192  5.697085  0.159603  0.0530
H  1.984134  5.531844  -1.384779  0.0676
H  2.591419  4.689518  0.038442  0.0505
H  -1.957913  3.211462  2.347404  0.0265
H  -2.428995  3.374211  0.644118  0.0218
H  -0.695643  5.457817  2.093374  0.0500
H  -2.438063  5.609998  1.867822  0.0661
H  -1.385991  5.565455  0.462012  0.0542
C  -2.142241  -1.658974  -1.281079  -0.4467
H  -1.687798  -2.610955  -1.579633  -0.0223
H  -3.093046  -1.562642  -1.830983  -0.0124
C  -5.298863  -0.972322  0.752270  -0.1256
N  -4.410022  0.163292  1.246702  -0.0694
C  -4.419105  0.148958  2.780560  -0.1511
N  -4.027515  -1.107277  3.288243  -0.1736
C  -4.928655  -2.127097  2.779216  -0.2005
N  -4.933933  -2.217702  1.322337  -0.1541
C  -3.689907  -2.766711  0.747458  -0.3134
P  -2.216211  -1.596694  0.735312  0.8539
C  -3.027497  0.095369  0.659490  -0.2880
C  -2.631919  -1.424041  2.833045  -0.2902
H  -5.207558  -0.992237  -0.333734  0.1421
H  -6.316542  -0.698198  1.044173  0.1333
H  -4.823326  1.044249  0.942005  0.1727
H  -5.443418  0.398255  3.072603  0.1302
H  -3.731684  0.936735  3.089795  0.1303
H  -5.948152  -1.905040  3.114751  0.1219
H  -4.627232  -3.093023  3.181407  0.1236
H  -3.911305  -3.109893  -0.264457  0.0733
H  -3.418588  -3.639561  1.344208  0.0807
H  -3.116676  0.464336  -0.358635  0.0652
H  -2.418687  0.808078  1.218450  0.0494
H  -1.975521  -0.648798  3.253603  0.0474
H  -2.349202  -2.367623  3.316953  0.0507

Forces on atoms 1 to 2 (eV/Å):
In -0.5496 -0.0697 0.0305
O -0.0058 -0.0283 0.0053

Output
Charge: -1
Energy above the lowest of the compared OMol25 structures with the same formula, charge and spin in kcal/mol: 86.7
Electronic energy in Eh: -3787.51756
Kohn-Sham gap in eV: 5.696



Among the records above, which one has the highest energy above the lowest of the compared OMol25 structures with the same formula, charge and spin? C36H48InN5O8P2SSb